Entry 1
Density functional theory data (ωB97M-V/def2-TZVPD) for an isolated molecule of C2H6N4OS.

```
! RIJCOSX wB97M-V def2-TZVPD def2/J DEFGRID3
* xyz 0 1
N 2.24 -1.34 -0.19
N 1.14 -0.51 0.05
C 1.10 0.67 -0.75
N 0.65 1.78 -0.41
O 0.19 1.77 0.91
C 0.08 -0.96 0.90
N -1.17 -0.86 0.76
S -2.15 -0.30 -0.49
H 2.17 -1.85 -1.11
H 3.14 -0.90 -0.17
H 1.60 0.62 -1.74
H -0.31 2.60 0.89
H 0.46 -1.41 1.84
H -1.29 -0.09 -1.52
*
```

Summary:
LUMO energy, eV: 0.674
SMILES: NN(/C=N\O)/C=N\S
Orbital gap, eV: 9.28

***

Entry 2
Density functional theory data (ωB97M-V/def2-TZVPD) for an isolated molecule of C2H6N4OS.

```
! RIJCOSX wB97M-V def2-TZVPD def2/J DEFGRID3
* xyz 0 1
C 0.91 0.04 0.00
C 1.41 0.63 -1.28
N -0.30 0.28 0.71
N -1.17 1.27 0.57
N -0.24 -0.85 -0.13
N -0.24 -2.06 0.57
O -3.36 2.21 0.82
S -2.67 0.93 0.57
H 1.71 -0.40 0.65
H 0.62 1.16 -1.73
H 1.76 -0.24 -1.78
H 2.29 1.29 -1.12
H -1.16 -1.93 0.96
H 0.45 -2.34 1.17
*
```

Summary:
LUMO energy, eV: -0.681
Orbital gap, eV: 8.34

***

Of them, entry 2 has the lowest stability.

***

Entry 1
Density functional theory data (ωB97M-V/def2-TZVPD) for an isolated molecule of CN2O3S.

```
! RIJCOSX wB97M-V def2-TZVPD def2/J DEFGRID3
* xyz 0 1
C -0.27 1.42 1.44
N -0.65 1.80 2.45
N -0.03 -1.65 -0.73
O -0.06 -0.72 0.14
O 0.27 -1.51 -1.93
O 0.58 -0.35 -2.46
S 0.28 0.96 -0.08
*
```

Summary:
LUMO energy, eV: -1.481
Orbital gap, eV: 8.73

***

Entry 2
Density functional theory data (ωB97M-V/def2-TZVPD) for an isolated molecule of CN2O3S.

```
! RIJCOSX wB97M-V def2-TZVPD def2/J DEFGRID3
* xyz 0 1
C 0.69 -1.23 -0.73
N 0.49 -1.88 -1.65
N -0.93 0.46 0.83
O -1.56 -0.37 1.39
O -1.22 1.50 0.37
O 1.33 1.45 -0.67
S 1.19 0.07 0.46
*
```

Summary:
LUMO energy, eV: -2.756
Orbital gap, eV: 8.00

***

Of them, entry 1 has the lowest stability.

***

Entry 1
Density functional theory data (ωB97M-V/def2-TZVPD) for a cluster of 7 separate species, CH17NO6 in total.

```
! RIJCOSX wB97M-V def2-TZVPD def2/J DEFGRID3
* xyz 0 1
C 0.86 2.71 1.91
N 0.28 1.73 0.99
H 1.21 3.60 1.39
H 1.83 2.32 2.31
H 0.19 2.84 2.78
H -0.67 2.06 0.82
H 0.72 1.73 0.07
O 1.95 -1.40 2.87
H 1.26 -0.75 2.70
H 2.73 -0.87 2.66
O 0.78 1.68 -1.85
H 0.43 2.16 -2.60
H 0.61 0.73 -1.88
O -1.00 -0.49 -3.58
H -0.87 -1.38 -3.23
H -1.04 -0.58 -4.54
O -1.14 -2.88 -0.15
H -0.48 -2.18 0.05
H -1.42 -3.36 0.63
O 0.88 -1.05 0.06
H 0.33 -0.64 0.74
H 1.68 -1.44 0.44
O -3.28 -1.38 -0.60
H -3.44 -1.36 -1.55
H -2.40 -1.81 -0.44
*
```

Summary:
LUMO energy, eV: 0.404
SMILES: CN.O.O.O.O.O.O
Orbital gap, eV: 9.82

***

Entry 2
Density functional theory data (ωB97M-V/def2-TZVPD) for a structure of composition CH17NO6.

```
! RIJCOSX wB97M-V def2-TZVPD def2/J DEFGRID3
* xyz 0 1
C -1.95 -1.11 -1.33
N -1.83 -1.59 0.04
H -1.74 -1.93 -1.98
H -3.04 -0.86 -1.55
H -1.30 -0.30 -1.64
H -0.83 -1.76 0.18
H -2.08 -0.82 0.66
H -1.45 1.60 0.22
H 0.66 1.73 -0.66
O 1.57 1.39 -0.94
H -2.66 1.65 -0.74
H -2.85 2.78 -1.60
O -3.21 1.93 -1.50
H 0.79 0.41 1.90
H -0.61 0.71 1.36
O -0.10 0.07 1.91
H 3.45 1.36 1.97
H 2.04 1.32 -0.04
O 2.65 0.91 1.48
H 2.77 -0.34 1.42
H 3.39 -2.00 1.44
O 2.65 -1.46 1.24
H 1.62 -1.59 -0.08
H 1.06 -0.57 -0.96
O 0.98 -1.51 -0.80
*
```

Summary:
LUMO energy, eV: -6.520
Orbital gap, eV: 3.25

***

Of them, entry 2 has the lowest stability.

***

Entry 1
Density functional theory data (ωB97M-V/def2-TZVPD) for a cluster of 2 separate species, C7H12N in total.

```
! RIJCOSX wB97M-V def2-TZVPD def2/J DEFGRID3
* xyz 1 1
C -2.31 0.03 0.40
C -3.42 -0.45 -0.28
C -1.60 1.16 -0.03
C 2.01 -0.05 0.07
C -4.50 -0.46 -0.94
C 3.41 -0.14 -0.52
C 1.82 -0.71 1.47
N 1.15 0.78 -0.33
H -1.91 -0.55 1.23
H -1.98 1.60 -0.91
H -0.70 1.59 0.29
H -5.44 0.24 -0.84
H -4.69 -1.25 -1.74
H 1.37 1.18 -1.15
H 3.92 0.92 -0.51
H 3.36 -0.25 -1.56
H 3.99 -0.86 0.02
H 2.27 -1.71 1.26
H 0.78 -0.79 1.81
H 2.47 -0.27 2.25
*
```

Summary:
LUMO energy, eV: -6.517
Orbital gap, eV: 6.83

***

Entry 2
Density functional theory data (ωB97M-V/def2-TZVPD) for a cluster of 2 separate species, C7H12N in total.

```
! RIJCOSX wB97M-V def2-TZVPD def2/J DEFGRID3
* xyz 1 1
C -1.72 -1.08 -1.36
C -1.76 -1.10 -2.67
C -2.68 -0.89 -0.26
C -1.18 -1.18 -0.10
C 0.06 0.54 0.64
C 1.75 2.00 1.56
C 2.34 -0.21 0.44
N 1.35 0.67 1.00
H -0.75 -1.14 -3.22
H -2.69 -0.98 -3.35
H -3.08 0.13 -0.07
H -3.38 -1.73 0.02
H -0.73 -2.03 0.40
H -0.73 1.27 1.00
H 2.78 2.25 1.17
H 0.86 2.64 1.49
H 2.05 1.97 2.65
H 2.61 0.28 -0.54
H 3.13 -0.37 1.20
H 1.79 -1.05 -0.01
*
```

Summary:
LUMO energy, eV: -4.598
Orbital gap, eV: 8.93

***

Of them, entry 2 has the lowest stability.

***

Entry 1
Density functional theory data (ωB97M-V/def2-TZVPD) for a cluster of 2 separate species, C7H12N in total.

```
! RIJCOSX wB97M-V def2-TZVPD def2/J DEFGRID3
* xyz 1 1
C -2.71 -2.00 0.35
C -1.79 -1.24 0.36
C 1.54 0.57 0.71
C 1.57 0.38 -0.78
C 0.57 -0.55 0.07
C 1.01 -1.93 0.15
C -0.84 -0.18 0.27
N -1.21 2.52 -0.39
H -3.60 -2.73 0.24
H 2.19 0.07 1.44
H 1.12 1.53 1.01
H 1.18 1.27 -1.23
H 2.39 -0.17 -1.27
H 0.51 -2.59 1.04
H 2.14 -2.14 0.11
H 0.82 -2.38 -0.81
H -0.98 0.92 0.17
H -2.08 2.88 -0.10
H -1.30 2.63 -1.35
H -0.53 3.16 0.00
*
```

Summary:
LUMO energy, eV: -5.875
Orbital gap, eV: 8.51

***

Entry 2
Density functional theory data (ωB97M-V/def2-TZVPD) for the ion C7H12N with charge +1.

```
! RIJCOSX wB97M-V def2-TZVPD def2/J DEFGRID3
* xyz 1 1
C -1.23 0.84 0.86
C -0.85 -0.41 1.26
C 0.96 1.52 0.07
C 1.35 0.01 0.09
C -0.54 1.47 -0.34
C 0.16 -0.92 0.37
C 0.25 -2.36 0.00
N -0.79 0.48 -1.36
H -1.99 1.35 1.41
H -1.53 -0.92 1.86
H 1.27 2.14 0.96
H 1.47 2.06 -0.74
H 1.85 -0.32 -0.79
H 2.01 -0.25 1.05
H -0.92 2.46 -0.58
H 1.29 -2.61 -0.19
H -0.28 -2.31 -0.94
H -0.31 -3.07 0.71
H -1.69 0.12 -1.41
H -0.46 0.71 -2.29
*
```

Summary:
LUMO energy, eV: -5.354
Orbital gap, eV: 8.79

***

Of them, entry 1 has the lowest stability.

***

Entry 1
Density functional theory data (ωB97M-V/def2-TZVPD) for an isolated molecule of C7H14O.

```
! RIJCOSX wB97M-V def2-TZVPD def2/J DEFGRID3
* xyz 0 1
C 2.29 -0.92 3.02
C 1.00 -1.01 2.34
C 0.89 -0.82 1.04
C -0.48 -0.99 0.24
C -0.41 -0.26 -1.06
C -1.13 1.06 -1.03
C -1.75 1.33 -2.31
O -0.66 1.52 -3.29
H 3.09 -0.68 2.31
H 2.66 -1.72 3.71
H 2.20 -0.04 3.83
H 0.19 -1.14 2.99
H 1.80 -0.56 0.47
H -0.75 -2.06 0.07
H -1.30 -0.66 0.71
H 0.60 -0.18 -1.71
H -0.85 -0.94 -1.70
H -0.41 1.90 -0.83
H -1.88 1.17 -0.29
H -2.11 0.47 -2.69
H -2.51 2.11 -2.33
H -0.48 2.42 -3.49
*
```

Summary:
LUMO energy, eV: 1.071
SMILES: C/C=C/CCCCO
Orbital gap, eV: 10.10

***

Entry 2
Density functional theory data (ωB97M-V/def2-TZVPD) for a cluster of 2 separate species, C7H14O in total.

```
! RIJCOSX wB97M-V def2-TZVPD def2/J DEFGRID3
* xyz 0 1
C -1.35 1.01 -1.11
C -0.86 0.21 -0.14
C -1.81 -0.38 0.87
C 0.77 0.22 0.24
C 0.96 0.08 1.75
C 1.47 1.48 -0.28
H -2.41 1.21 -1.20
H -0.72 1.43 -1.88
H -2.76 -0.66 0.40
H -1.38 -1.28 1.32
H -2.04 0.35 1.66
H 1.31 -0.63 -0.18
H 0.75 -0.95 2.07
H 0.33 0.76 2.32
H 2.01 0.27 2.03
H 0.84 2.37 -0.20
H 2.40 1.68 0.28
H 1.76 1.35 -1.33
C 0.18 -2.14 -1.68
O 0.51 -3.11 -1.00
H 0.89 -1.55 -2.29
H -0.85 -1.72 -1.64
*
```

Summary:
LUMO energy, eV: 0.706
SMILES: C=C(C)C(C)C.C=O
Orbital gap, eV: 10.08

***

Of them, entry 1 has the lowest stability.

***

Entry 1
Density functional theory data (ωB97M-V/def2-TZVPD) for an isolated molecule of C7H14O.

```
! RIJCOSX wB97M-V def2-TZVPD def2/J DEFGRID3
* xyz 0 1
C -1.66 1.91 -1.91
C -1.47 0.43 -1.63
C -0.08 -0.07 -2.14
C 1.05 0.32 -1.22
C 1.02 -0.51 0.04
C 0.63 -0.08 1.24
C 0.96 -0.90 2.44
O -0.17 -1.37 3.22
H -0.76 2.50 -1.76
H -1.85 2.03 -2.99
H -2.49 2.37 -1.38
H -1.42 0.17 -0.56
H -2.25 -0.15 -2.11
H 0.07 0.33 -3.15
H -0.16 -1.15 -2.24
H 0.97 1.36 -0.90
H 2.00 0.06 -1.70
H 1.44 -1.50 -0.04
H 0.27 0.94 1.36
H 1.44 -1.83 2.17
H 1.56 -0.31 3.11
H -0.92 -0.75 3.22
*
```

Summary:
LUMO energy, eV: 1.019
SMILES: CCCC/C=C/CO
Orbital gap, eV: 10.63

***

Entry 2
Density functional theory data (ωB97M-V/def2-TZVPD) for a cluster of 2 separate species, C7H14O in total.

```
! RIJCOSX wB97M-V def2-TZVPD def2/J DEFGRID3
* xyz 0 1
C -1.10 2.55 1.01
C -0.37 1.65 1.66
C 0.84 0.94 1.06
C 0.65 0.19 0.01
C 1.83 -0.57 -0.69
C 1.27 -1.04 -1.94
C 0.98 -2.57 -1.80
H -1.03 2.92 -0.04
H -1.93 3.07 1.51
H -0.72 1.36 2.76
H 1.66 1.24 1.61
H -0.33 0.13 -0.44
H 2.60 0.19 -0.88
H 2.09 -1.41 0.09
H 0.19 -0.66 -2.26
H 2.06 -0.93 -2.77
H 0.31 -2.86 -1.00
H 1.95 -3.05 -1.87
H 0.40 -2.76 -2.74
O -3.24 -0.52 0.96
H -3.41 0.02 1.82
H -2.57 0.00 0.71
*
```

Summary:
LUMO energy, eV: 0.923
SMILES: C=C/C=C/CCC.O
Orbital gap, eV: 10.38

***

Of them, entry 2 has the lowest stability.

***

Entry 1
Density functional theory data (ωB97M-V/def2-TZVPD) for a cluster of 2 separate species, C7H14O in total.

```
! RIJCOSX wB97M-V def2-TZVPD def2/J DEFGRID3
* xyz 0 1
C 1.20 0.80 2.54
C 0.99 0.89 1.23
C 1.33 2.00 0.25
C 0.53 -0.34 0.43
C 1.46 -0.76 -0.62
C -0.58 -0.95 0.84
C -1.12 -2.18 0.16
H 1.18 -0.08 3.16
H 1.59 1.70 3.04
H 0.94 1.98 -0.75
H 0.93 2.94 0.71
H 2.39 2.27 0.29
H 2.51 -0.50 -0.43
H 1.44 -1.87 -0.75
H 1.21 -0.29 -1.56
H -1.23 -0.58 1.63
H -2.19 -2.24 0.34
H -0.72 -2.37 -0.81
H -0.82 -3.04 0.79
O -3.07 0.53 -3.35
H -2.75 1.35 -3.74
H -2.68 -0.11 -3.97
*
```

Summary:
LUMO energy, eV: 0.713
SMILES: C=C(C)/C(C)=C/C.O
Orbital gap, eV: 9.20

***

Entry 2
Density functional theory data (ωB97M-V/def2-TZVPD) for a cluster of 2 separate species, C7H14O in total.

```
! RIJCOSX wB97M-V def2-TZVPD def2/J DEFGRID3
* xyz 0 1
C 2.75 -0.80 0.01
C 1.61 0.18 0.20
C 0.16 -0.69 -0.46
C -0.39 -1.59 0.61
O 0.28 -1.05 -1.63
H 3.71 -0.33 0.26
H 2.79 -1.15 -1.02
H 2.63 -1.68 0.65
H 1.81 1.10 -0.36
H 1.43 0.41 1.26
H -1.40 -1.89 0.32
H 0.22 -2.49 0.67
H -0.42 -1.10 1.58
C -1.61 1.28 -1.64
C -1.23 1.04 -0.39
C -2.04 1.26 0.85
H -2.61 1.62 -1.88
H -0.93 1.08 -2.46
H 0.01 0.84 -0.13
H -1.41 1.31 1.74
H -2.61 2.20 0.79
H -2.76 0.44 1.00
*
```

Summary:
LUMO energy, eV: 0.813
SMILES: CCC(C)=O.C=CC
Orbital gap, eV: 9.45

***

Entry 3
Density functional theory data (ωB97M-V/def2-TZVPD) for a cluster of 2 separate species, C7H14O in total.

```
! RIJCOSX wB97M-V def2-TZVPD def2/J DEFGRID3
* xyz 0 1
C 1.65 -1.69 -1.68
C 0.32 -1.75 -1.68
C -0.54 -1.31 -0.58
C -0.45 -0.21 0.17
C -1.49 0.04 1.23
C 0.69 0.78 0.10
C 1.81 0.37 1.09
H 2.23 -2.00 -2.55
H 2.24 -1.35 -0.84
H -0.18 -2.13 -2.57
H -1.34 -2.00 -0.34
H -1.24 0.77 2.00
H -1.70 -0.88 1.80
H -2.44 0.30 0.77
H 0.31 1.74 0.43
H 1.14 0.82 -0.89
H 1.64 -0.60 1.54
H 1.81 1.05 1.95
H 2.82 0.46 0.67
O -2.61 2.88 -0.22
H -2.99 2.01 -0.37
H -1.68 2.71 -0.04
*
```

Summary:
LUMO energy, eV: 0.842
SMILES: C=C/C=C(/C)CC.O
Orbital gap, eV: 9.65

***

Of them, entry 2 has the lowest stability.

***

Entry 1
Density functional theory data (ωB97M-V/def2-TZVPD) for a structure of composition C6H15NO2.

```
! RIJCOSX wB97M-V def2-TZVPD def2/J DEFGRID3
* xyz 0 1
C 0.85 -1.38 0.85
C -0.59 0.24 -1.42
C -0.22 -1.18 1.71
C 2.13 -0.62 0.93
C 0.51 -0.03 -2.41
O 0.86 -2.32 -0.13
H 0.05 -2.85 -0.08
H -1.07 -0.66 -1.03
H -1.38 0.86 -1.84
H 0.02 -0.96 2.74
H -0.64 0.34 1.39
H 2.11 0.07 1.77
H -1.02 -1.91 1.66
H 2.27 -0.02 0.04
H 2.97 -1.32 1.00
H 1.09 0.88 -2.56
H 1.17 -0.82 -2.06
H 0.09 -0.33 -3.37
C -1.91 2.17 0.61
N -0.64 1.49 0.83
O 0.05 1.27 -0.30
H -1.75 3.04 -0.04
H -2.65 1.53 0.12
H -2.29 2.51 1.57
*
```

Summary:
LUMO energy, eV: 0.612
Orbital gap, eV: 8.06

***

Entry 2
Density functional theory data (ωB97M-V/def2-TZVPD) for an isolated molecule of C6H15NO2.

```
! RIJCOSX wB97M-V def2-TZVPD def2/J DEFGRID3
* xyz 0 1
C 1.85 0.28 -0.16
C 0.91 -0.52 0.97
C 1.65 -0.52 2.30
C -0.49 0.09 1.08
C -1.17 0.51 -0.25
O -2.56 0.57 -0.06
O -0.77 1.79 -0.66
C -0.83 -0.62 -1.44
N -1.43 -0.12 -2.69
H 1.54 0.53 -1.18
H 2.77 -0.29 -0.26
H 2.08 1.24 0.32
H 0.83 -1.55 0.61
H 1.09 -1.07 3.07
H 2.63 -1.01 2.19
H 1.82 0.49 2.67
H -0.47 0.98 1.72
H -1.15 -0.64 1.57
H -2.72 1.37 0.48
H -0.61 1.71 -1.62
H -1.33 -1.52 -1.07
H 0.18 -0.94 -1.69
H -1.39 -0.85 -3.40
H -2.42 0.06 -2.52
*
```

Summary:
LUMO energy, eV: 0.872
SMILES: CC(C)CC(O)(O)CN
Orbital gap, eV: 10.49

***

Entry 3
Density functional theory data (ωB97M-V/def2-TZVPD) for a cluster of 2 separate species, C6H15NO2 in total.

```
! RIJCOSX wB97M-V def2-TZVPD def2/J DEFGRID3
* xyz 0 1
C 2.17 -0.72 -1.06
C 0.81 -0.54 -1.74
C 0.52 0.90 -2.13
N -0.35 -1.11 -1.02
O -0.11 -2.09 -0.32
H 2.98 -0.43 -1.74
H 2.32 -1.75 -0.77
H 2.24 -0.10 -0.18
H 0.80 -1.15 -2.66
H -0.48 0.99 -2.54
H 1.24 1.25 -2.87
H 0.59 1.55 -1.25
C -1.89 0.48 0.46
C -0.49 0.39 1.47
C -0.79 -0.63 2.55
O -0.16 1.62 2.05
H -1.94 1.13 -0.42
H -2.55 0.99 1.16
H -2.33 -0.50 0.33
H 0.34 0.04 0.85
H -0.84 -1.62 2.09
H -1.73 -0.40 3.04
H 0.01 -0.62 3.28
H -0.35 2.33 1.42
*
```

Summary:
LUMO energy, eV: -0.098
SMILES: CC(C)N=O.CC(C)O
Orbital gap, eV: 9.02

***

Of them, entry 1 has the lowest stability.

***

Entry 1
Density functional theory data (ωB97M-V/def2-TZVPD) for a cluster of 2 separate species, C5H14N2O2 in total.

```
! RIJCOSX wB97M-V def2-TZVPD def2/J DEFGRID3
* xyz 0 1
C -2.31 -1.01 -0.67
N -1.31 -0.01 -0.43
C -1.73 1.29 -0.93
C 0.00 -0.44 -0.89
C 1.09 0.50 -0.39
N 0.96 0.62 1.08
C 2.03 0.86 1.90
O 1.94 1.23 3.04
H -2.05 -1.98 -0.26
H -2.53 -1.10 -1.75
H -3.24 -0.78 -0.16
H -2.71 1.48 -0.49
H -1.88 1.25 -2.02
H -1.05 2.06 -0.60
H 0.03 -0.45 -1.99
H 0.19 -1.44 -0.50
H 2.08 0.06 -0.54
H 0.97 1.47 -0.85
H 0.04 0.93 1.35
H 3.00 0.65 1.42
O 2.20 -2.10 1.42
H 1.45 -1.48 1.40
H 2.83 -1.62 0.86
*
```

Summary:
LUMO energy, eV: 0.710
SMILES: CN(C)CCNC=O.O
Orbital gap, eV: 9.87

***

Entry 2
Density functional theory data (ωB97M-V/def2-TZVPD) for a cluster of 2 separate species, C5H14N2O2 in total.

```
! RIJCOSX wB97M-V def2-TZVPD def2/J DEFGRID3
* xyz 0 1
C 1.43 -0.83 0.21
C 2.18 -0.30 1.39
C 1.48 -0.21 -1.07
O 1.20 -2.19 0.31
H 0.39 -2.40 -0.17
H -0.12 -0.27 0.48
H 3.18 -0.74 1.44
H 1.67 -0.56 2.32
H 2.29 0.79 1.34
H 1.63 -0.89 -1.91
H 2.12 0.66 -1.14
H 0.30 0.28 -1.32
C -1.25 -0.07 0.14
N -1.84 0.61 1.26
N -1.31 2.10 -1.01
C -1.18 0.69 -1.09
O -1.65 -1.44 -0.07
H -2.51 -1.45 -0.50
H -2.82 0.80 1.13
H -1.69 0.11 2.12
H -0.84 2.59 -1.76
H -1.03 2.47 -0.11
H -1.61 0.25 -1.97
*
```

Summary:
LUMO energy, eV: 0.679
Orbital gap, eV: 7.27

***

Entry 3
Density functional theory data (ωB97M-V/def2-TZVPD) for a cluster of 2 separate species, C5H14N2O2 in total.

```
! RIJCOSX wB97M-V def2-TZVPD def2/J DEFGRID3
* xyz 0 1
C -0.74 -0.08 -2.12
C 0.17 -0.64 -1.06
O 0.05 -1.78 -0.64
N 1.14 0.18 -0.60
C 2.11 -0.31 0.36
C 1.26 1.56 -1.00
H -1.48 -0.83 -2.37
H -0.16 0.16 -3.02
H -1.23 0.83 -1.78
H 2.11 0.30 1.26
H 3.11 -0.31 -0.08
H 1.84 -1.34 0.62
H 1.35 1.65 -2.08
H 0.41 2.15 -0.66
H 2.17 1.97 -0.56
N -0.99 0.39 2.22
C -2.03 -0.36 1.56
O -1.81 -1.74 1.49
H -0.10 0.23 1.75
H -0.88 0.07 3.18
H -2.95 -0.23 2.14
H -2.17 0.07 0.56
H -1.16 -1.94 0.80
*
```

Summary:
LUMO energy, eV: 0.706
SMILES: CC(=O)N(C)C.NCO
Orbital gap, eV: 10.10

***

Entry 4
Density functional theory data (ωB97M-V/def2-TZVPD) for a cluster of 2 separate species, C5H14N2O2 in total.

```
! RIJCOSX wB97M-V def2-TZVPD def2/J DEFGRID3
* xyz 0 1
C -0.16 -0.03 0.61
C 0.34 1.38 0.36
C -1.30 -0.38 -0.40
C 0.96 -1.08 0.60
C -0.87 -0.62 -1.83
N -0.78 0.14 1.93
N 1.45 1.81 0.97
O 1.55 1.20 -1.24
O -2.05 -1.49 0.11
H 1.79 1.21 -2.17
H -1.59 -2.30 -0.13
H -0.46 2.11 0.22
H -2.01 0.45 -0.36
H -1.74 -0.16 1.99
H -0.31 -0.35 2.68
H 1.56 2.82 0.96
H 2.23 1.37 0.41
H 1.65 -0.89 1.42
H 1.51 -1.06 -0.34
H 0.53 -2.07 0.78
H -0.22 -1.49 -1.91
H -0.33 0.24 -2.22
H -1.76 -0.80 -2.45
*
```

Summary:
LUMO energy, eV: 0.838
Orbital gap, eV: 9.81

***

Of them, entry 2 has the lowest stability.